15
Properties=species:S:1:pos:R:3:nbo_charge:R:1 method="wB97M-V/def2-TZVPD" lumo_ev=0.90 homo_ev=-8.75 homo_lumo_gap_ev=9.65
H -0.93 2.80 -1.60 0.33
N -1.25 2.03 -1.01 -0.76
C -0.26 1.26 -0.77 0.59
N 1.11 1.69 -0.77 -0.84
N -0.41 -0.06 -0.49 -0.64
C 0.35 -0.80 0.50 -0.22
C -0.41 -2.04 0.93 -0.63
H 1.09 2.70 -0.67 0.37
H 1.57 1.31 0.04 0.37
H -1.18 -0.56 -0.91 0.40
H 1.35 -1.03 0.10 0.18
H 0.52 -0.18 1.38 0.18
H -0.57 -2.67 0.08 0.22
H 0.23 -2.67 1.55 0.22
H -1.19 -1.77 1.64 0.23

36
Properties=species:S:1:pos:R:3:nbo_charge:R:1 method="wB97M-V/def2-TZVPD" lumo_ev=-6.97 homo_ev=-10.23 total_charge=+1 homo_lumo_gap_ev=3.26
C 0.96 -1.97 1.31 -0.62
C 0.12 -2.02 0.04 -0.34
C 0.44 -1.15 -1.15 -0.53
C -0.34 -1.66 -2.36 -0.60
P 0.10 0.75 -0.86 0.72
C -1.82 0.57 -0.42 -0.69
C -2.18 1.00 1.00 0.07
C -1.75 2.41 1.40 -0.64
O -1.64 0.10 1.99 -0.66
C 2.00 1.19 -1.19 0.50
O 2.37 1.80 -2.15 -0.51
N 2.97 0.69 -0.21 -0.76
C 3.28 1.45 0.89 0.97
O 4.34 1.59 1.42 -0.55
F 2.17 2.07 1.35 -0.33
H 1.96 -2.34 1.10 0.24
H 1.03 -0.97 1.72 0.26
H 0.54 -2.62 2.09 0.19
H -0.93 -1.77 0.24 0.02
H 0.14 -3.07 -0.33 0.20
H 1.50 -1.28 -1.37 0.24
H -1.34 -2.01 -2.07 0.13
H -0.45 -0.90 -3.13 0.25
H 0.18 -2.51 -2.81 0.22
H 0.41 0.64 0.55 -0.13
H -0.11 2.19 -0.72 -0.09
H -0.17 0.88 -2.28 -0.13
H -2.21 -0.47 -0.62 0.08
H -2.36 1.24 -1.10 0.25
H -3.27 0.96 1.09 0.16
H -2.52 2.88 2.01 0.22
H -1.52 3.03 0.54 0.24
H -0.86 2.34 2.02 0.24
H -2.18 -0.69 1.95 0.35
H 3.84 0.38 -0.64 0.42
Yb -2.68 -2.73 0.71 1.62

52
Properties=species:S:1:pos:R:3:nbo_charge:R:1 method="wB97M-V/def2-TZVPD" lumo_ev=1.91 homo_ev=-2.90 total_charge=-1 homo_lumo_gap_ev=4.81
C 4.53 -0.42 3.17 -0.63
C 3.33 0.47 2.96 -0.08
O 2.24 -0.38 2.56 -0.54
C 1.03 0.25 2.65 0.74
C -0.03 -0.72 2.45 -0.53
C -1.36 -0.44 2.81 0.08
C -1.87 0.90 2.91 -0.30
C -3.18 1.13 3.32 -0.20
C -4.00 0.07 3.70 -0.31
C -3.53 -1.25 3.60 -0.22
C -2.25 -1.52 3.12 -0.28
O 0.94 1.45 2.90 -0.70
H 5.45 0.14 3.01 0.20
H 4.55 -0.78 4.21 0.20
H 4.52 -1.30 2.51 0.21
H 3.05 0.99 3.89 0.19
H 3.48 1.19 2.15 0.20
H 0.29 -1.75 2.32 0.20
H -1.17 1.71 2.71 0.25
H -3.54 2.16 3.37 0.19
H -5.00 0.27 4.10 0.19
H -4.17 -2.08 3.92 0.19
H -1.87 -2.54 3.04 0.20
N -4.77 -4.45 -2.84 -0.35
C -3.95 -3.83 -2.28 0.30
C -2.94 -3.05 -1.63 -0.22
C -3.13 -1.67 -1.43 -0.16
C -2.13 -0.90 -0.87 -0.14
C -0.87 -1.47 -0.58 -0.04
C 0.25 -0.62 -0.23 -0.09
C 1.54 -0.95 -0.48 -0.37
C 2.57 0.09 -0.46 0.49
C 3.84 -0.16 -1.20 -0.05
C 3.97 -1.18 -2.17 -0.21
C 5.19 -1.37 -2.83 -0.23
C 6.26 -0.51 -2.59 -0.21
C 6.11 0.57 -1.70 -0.22
C 4.91 0.74 -1.02 -0.19
O 2.39 1.17 0.12 -0.58
C -0.71 -2.87 -0.70 -0.20
C -1.74 -3.65 -1.20 -0.16
H -4.07 -1.21 -1.73 0.22
H -2.27 0.16 -0.70 0.22
H 0.01 0.41 0.05 0.25
H 1.83 -1.97 -0.75 0.19
H 3.11 -1.81 -2.38 0.22
H 5.30 -2.20 -3.53 0.21
H 7.22 -0.66 -3.10 0.21
H 6.92 1.27 -1.54 0.21
H 4.77 1.57 -0.32 0.24
H 0.23 -3.33 -0.41 0.22
H -1.62 -4.73 -1.29 0.22